{"formula": "C81H174F3N7O2", "method": "wB97M-V/def2-TZVPD", "homo_ev": -17.57, "charge": 6, "energy_ev": -109432.95833, "gap_ev": 7.22, "species": ["C", "C", "C", "C", "N", "C", "C", "C", "C", "C", "C", "C", "H", "H", "H", "H", "H", "H", "H", "H", "H", "H", "H", "H", "H", "H", "H", "H", "H", "H", "H", "H", "H", "H", "H", "H", "C", "C", "C", "C", "N", "C", "C", "C", "C", "C", "C", "C", "H", "H", "H", "H", "H", "H", "H", "H", "H", "H", "H", "H", "H", "H", "H", "H", "H", "H", "H", "H", "H", "H", "H", "H", "C", "C", "C", "C", "N", "C", "C", "C", "C", "C", "C", "C", "H", "H", "H", "H", "H", "H", "H", "H", "H", "H", "H", "H", "H", "H", "H", "H", "H", "H", "H", "H", "H", "H", "H", "H", "C", "C", "C", "C", "N", "C", "C", "C", "C", "C", "C", "C", "H", "H", "H", "H", "H", "H", "H", "H", "H", "H", "H", "H", "H", "H", "H", "H", "H", "H", "H", "H", "H", "H", "H", "H", "C", "C", "C", "C", "N", "C", "C", "C", "C", "C", "C", "C", "H", "H", "H", "H", "H", "H", "H", "H", "H", "H", "H", "H", "H", "H", "H", "H", "H", "H", "H", "H", "H", "H", "H", "H", "C", "C", "C", "C", "N", "C", "C", "C", "C", "C", "C", "C", "H", "H", "H", "H", "H", "H", "H", "H", "H", "H", "H", "H", "H", "H", "H", "H", "H", "H", "H", "H", "H", "H", "H", "H", "C", "C", "C", "C", "N", "C", "C", "C", "C", "C", "C", "C", "H", "H", "H", "H", "H", "H", "H", "H", "H", "H", "H", "H", "H", "H", "H", "H", "H", "H", "H", "H", "H", "H", "H", "H", "C", "O", "O", "C", "F", "F", "F", "C", "C", "H", "H", "H", "H", "H", "H"], "positions_angstrom": [[-7.0308, -3.7609, 1.5897], [-6.3256, -4.9721, 2.1850], [-4.8250, -4.6132, 2.5290], [-3.9070, -4.5162, 1.2246], [-2.3597, -4.6933, 1.4370], [-1.6426, -4.3096, 0.0616], [-1.2364, -2.9104, 0.2164], [-0.8912, -2.7047, 1.6761], [-1.8594, -3.6034, 2.4303], [-2.0089, -6.0732, 2.0148], [-2.3153, -7.1732, 0.9436], [-1.3162, -8.3470, 0.9626], [-8.0702, -3.5181, 1.8103], [-7.0240, -3.9823, 0.5225], [-6.4768, -2.8302, 1.7129], [-6.4451, -5.7813, 1.4645], [-6.8017, -5.2435, 3.1272], [-4.4456, -5.3444, 3.2427], [-4.7983, -3.6873, 3.1037], [-4.1042, -3.5730, 0.7150], [-4.0206, -5.2951, 0.4706], [-0.7785, -4.9713, 0.0024], [-2.3365, -4.3896, -0.7753], [-0.5198, -2.5298, -0.5114], [-2.0041, -2.1894, -0.0644], [0.1249, -3.0104, 1.9254], [-0.8943, -1.6445, 1.9292], [-1.4652, -3.9594, 3.3821], [-2.6827, -2.9037, 2.5739], [-2.4558, -6.2440, 2.9942], [-0.9270, -6.1476, 2.1248], [-2.1025, -6.7210, -0.0251], [-3.3520, -7.5044, 1.0024], [-1.6827, -9.1586, 0.3340], [-0.9926, -8.7322, 1.9296], [-0.4059, -8.2635, 0.3689], [-0.5635, 9.5986, 7.0353], [-1.8704, 8.7269, 6.9190], [-2.1183, 8.2933, 5.5353], [-0.9433, 7.3332, 5.0288], [-1.2410, 6.6104, 3.7311], [-2.4154, 5.6257, 3.9569], [-2.1463, 4.4447, 2.9732], [-0.5639, 4.3473, 2.7377], [-0.0250, 5.6707, 3.3328], [-1.5920, 7.6246, 2.5651], [-0.4836, 8.5573, 2.2398], [-0.7449, 9.5072, 1.0641], [0.2693, 9.1625, 6.4837], [-0.1885, 9.7478, 8.0479], [-0.5858, 10.5977, 6.6001], [-2.6719, 9.4097, 7.2011], [-1.8462, 7.7992, 7.4907], [-2.1451, 9.1897, 4.9157], [-3.0073, 7.6627, 5.5369], [-0.5506, 6.7123, 5.8341], [-0.0062, 7.8773, 4.9108], [-3.3329, 6.1350, 3.6621], [-2.5347, 5.4593, 5.0275], [-2.5843, 4.7153, 2.0125], [-2.6482, 3.4946, 3.1565], [-0.3600, 4.3221, 1.6672], [-0.1965, 3.4646, 3.2610], [0.7613, 6.0155, 2.6613], [0.5294, 5.4484, 4.2445], [-2.5426, 8.0847, 2.8348], [-1.7527, 6.9849, 1.6973], [0.4575, 8.0370, 2.0612], [-0.1833, 9.2320, 3.0415], [-0.8130, 9.1235, 0.0462], [0.1066, 10.1877, 1.0591], [-1.6264, 10.0497, 1.4058], [-1.6166, -4.0583, -6.0073], [-0.2255, -3.6131, -5.4387], [0.3754, -2.2513, -6.0240], [1.3060, -1.6918, -4.9301], [1.8844, -0.2909, -5.2301], [2.8563, 0.2049, -4.1888], [4.1111, -0.4190, -4.6835], [4.0952, -0.2145, -6.2480], [2.6056, -0.1845, -6.5820], [0.6762, 0.7100, -5.2856], [0.9489, 2.1951, -5.5058], [-0.4077, 2.8744, -5.7583], [-1.6920, -3.7116, -7.0379], [-2.3763, -3.4464, -5.5209], [-1.6504, -5.1468, -6.0522], [0.4565, -4.4248, -5.6919], [-0.3183, -3.4804, -4.3608], [-0.4652, -1.5888, -6.2307], [0.9572, -2.3970, -6.9342], [2.1293, -2.3837, -4.7526], [0.7399, -1.6355, -4.0003], [2.9792, 1.2876, -4.1626], [2.4571, -0.2353, -3.2751], [4.9109, 0.1278, -4.1841], [4.2093, -1.4443, -4.3266], [4.5647, 0.7341, -6.5080], [4.5857, -1.0144, -6.8027], [2.4498, 0.8075, -7.0060], [2.4269, -1.0311, -7.2450], [0.1846, 0.5476, -4.3264], [-0.0082, 0.4155, -6.0812], [1.5523, 2.3516, -6.4000], [1.4822, 2.6960, -4.6979], [-1.2764, 2.3438, -5.3687], [-0.4886, 3.1307, -6.8147], [-0.4985, 3.8092, -5.2052], [4.0582, -10.3925, 1.5548], [4.2679, -9.4523, 2.7158], [3.8291, -7.9479, 2.4377], [4.4698, -7.3598, 1.0769], [3.7378, -6.1384, 0.4612], [2.4025, -6.5642, -0.1588], [2.0794, -5.4884, -1.2353], [3.3536, -5.0610, -1.8462], [4.3981, -5.7562, -0.9061], [3.6514, -5.0423, 1.5791], [5.0064, -4.8746, 2.3039], [4.9726, -3.6167, 3.1817], [4.1956, -11.3522, 2.0529], [4.5818, -10.3702, 0.5991], [3.0287, -10.1608, 1.2814], [5.2762, -9.5373, 3.1210], [3.6119, -9.8313, 3.4995], [3.9738, -7.4548, 3.3990], [2.7571, -7.7510, 2.4536], [4.4096, -8.1667, 0.3466], [5.5378, -7.1981, 1.2228], [1.5315, -6.5693, 0.4966], [2.5151, -7.5368, -0.6379], [1.4478, -4.6157, -1.0694], [1.4549, -5.9581, -1.9953], [3.4168, -3.9757, -1.7669], [3.3923, -5.5338, -2.8276], [5.2385, -5.1433, -0.5804], [4.7621, -6.6690, -1.3778], [2.8887, -5.4339, 2.2521], [3.2558, -4.1300, 1.1327], [5.8023, -4.7870, 1.5644], [5.1855, -5.7188, 2.9698], [4.8770, -2.7706, 2.5012], [5.8550, -3.2884, 3.7310], [4.0629, -3.7697, 3.7622], [-4.6522, -2.0813, -8.2800], [-5.6976, -2.5613, -7.1888], [-5.2873, -1.8318, -5.8183], [-5.8528, -2.5282, -4.5764], [-5.6652, -1.6575, -3.3001], [-6.8717, -0.5996, -3.3073], [-7.8985, -1.0049, -2.2665], [-7.5149, -2.4449, -1.9580], [-5.9679, -2.5167, -2.0249], [-4.2686, -0.9896, -2.9937], [-3.2005, -2.0538, -2.8047], [-1.7517, -1.4815, -2.9461], [-4.6765, -0.9966, -8.3849], [-4.8346, -2.4674, -9.2829], [-3.6305, -2.2737, -7.9527], [-5.4231, -3.6161, -7.1976], [-6.7369, -2.3036, -7.3930], [-5.3444, -0.7435, -5.7949], [-4.2120, -1.9730, -5.9274], [-5.4113, -3.4766, -4.2703], [-6.9310, -2.6327, -4.6969], [-6.4603, 0.3513, -2.9685], [-7.1971, -0.4567, -4.3377], [-7.8387, -0.3910, -1.3678], [-8.9497, -0.9798, -2.5538], [-7.9136, -2.6113, -0.9573], [-8.0153, -3.2104, -2.5510], [-5.6054, -2.0148, -1.1278], [-5.5380, -3.5162, -2.0896], [-4.3247, -0.3915, -2.0841], [-4.0300, -0.3867, -3.8698], [-3.3566, -2.9350, -3.4270], [-3.2220, -2.4825, -1.8028], [-1.4300, -1.3369, -3.9775], [-0.9248, -2.0460, -2.5151], [-1.7678, -0.5011, -2.4700], [8.7226, 7.4539, -3.1800], [7.4575, 7.5526, -4.0423], [6.0779, 7.3563, -3.3729], [4.9582, 7.3985, -4.3723], [3.6095, 7.5305, -3.7062], [2.4265, 7.4880, -4.7087], [2.1737, 8.9157, -5.1224], [2.2011, 9.5633, -3.8272], [3.5005, 9.0486, -3.2957], [3.2708, 6.4149, -2.5726], [3.0707, 5.0342, -3.1422], [3.0551, 3.9960, -1.9111], [9.3854, 7.7474, -3.9942], [8.9699, 6.4123, -2.9754], [8.7458, 8.1592, -2.3492], [7.5498, 6.9194, -4.9247], [7.3990, 8.5761, -4.4126], [6.0179, 7.9772, -2.4790], [6.0212, 6.3091, -3.0759], [4.8421, 6.4143, -4.8262], [5.1021, 8.1767, -5.1217], [1.5505, 7.1764, -4.1398], [2.5186, 6.8392, -5.5797], [1.1821, 8.8634, -5.5718], [2.9944, 9.3247, -5.7118], [1.3864, 9.3892, -3.1243], [2.2593, 10.6512, -3.7909], [3.7440, 9.1258, -2.2361], [4.3025, 9.5575, -3.8305], [2.3475, 6.7930, -2.1337], [3.9868, 6.6312, -1.7798], [3.8171, 4.7185, -3.8712], [2.0950, 4.9220, -3.6148], [4.0592, 4.1127, -1.5032], [2.9448, 2.9613, -2.2356], [2.3914, 4.2259, -1.0776], [2.8206, -0.7907, 3.8413], [1.3157, -0.4364, 4.1256], [0.9123, -0.9653, 5.5390], [-0.3346, -0.2565, 6.0628], [-1.2075, -1.0837, 7.0854], [-2.5125, -0.2819, 7.5226], [-3.7794, -1.0794, 7.3298], [-3.1354, -2.4473, 7.3441], [-1.8939, -2.2498, 6.4032], [-0.3992, -1.6491, 8.2820], [0.0611, -0.5242, 9.2854], [0.9916, -1.0122, 10.4108], [3.0333, -1.8432, 4.0287], [3.5609, -0.2064, 4.3878], [2.9824, -0.6724, 2.7699], [0.7053, -0.7345, 3.2732], [1.3678, 0.6499, 4.0528], [1.5859, -0.7438, 6.3668], [0.7824, -2.0416, 5.4259], [-0.9671, 0.0608, 5.2337], [-0.1145, 0.6788, 6.5775], [-2.3925, 0.2225, 8.4814], [-2.5036, 0.5449, 6.8125], [-4.4395, -0.8786, 8.1736], [-4.3087, -0.8763, 6.3988], [-2.9981, -2.7274, 8.3885], [-3.8468, -3.1321, 6.8824], [-1.2166, -3.1037, 6.4181], [-2.0880, -1.9215, 5.3821], [0.3707, -2.2808, 7.8390], [-1.1089, -2.2266, 8.8744], [-0.8059, -0.2103, 9.8667], [0.3053, 0.3782, 8.7249], [1.9436, -1.2890, 9.9579], [0.5525, -1.8512, 10.9506], [1.1648, -0.2851, 11.2041], [1.8393, -0.7732, -0.5136], [0.9329, 0.1717, -1.0881], [1.8047, -1.8181, -1.4739], [3.1874, -0.0431, -0.0812], [4.1430, -0.8212, 0.5231], [3.7417, 0.5004, -1.1809], [2.9228, 0.9109, 0.8431], [-0.0229, 0.8099, -0.2350], [-0.5201, 2.1139, -0.9393], [-1.2847, 2.7682, -0.5206], [0.2792, 2.8456, -1.0569], [-0.8711, 1.8650, -1.9408], [0.5233, 1.0985, 0.6630], [-0.7990, 0.0717, -0.0327], [1.3190, -1.1348, 0.3733]], "forces_ev_per_angstrom": [[0.135, 0.312, -1.413], [0.458, 0.953, 0.960], [0.170, -0.943, -1.223], [0.334, -0.882, 0.948], [-0.103, 1.691, 1.107], [-0.488, -1.104, 0.996], [0.135, 2.197, -0.012], [1.600, -0.509, -0.123], [-0.799, 1.429, -0.846], [0.243, -0.871, -2.057], [0.903, 0.260, 0.426], [0.071, -0.872, -0.446], [0.054, -0.571, 0.516], [-0.152, 0.487, -0.309], [0.132, 0.094, 0.208], [0.387, -0.286, 0.403], [0.106, -0.271, -0.056], [0.146, -0.350, -0.316], [-0.077, 0.271, -0.350], [0.472, 0.188, 0.103], [-0.941, -0.201, 0.315], [-0.152, -0.090, -0.263], [0.034, -0.742, 0.187], [1.048, -0.727, 0.179], [-0.920, -0.259, 0.360], [0.294, -0.172, -0.401], [-0.522, -0.095, 0.278], [-0.289, -0.475, -0.306], [-0.505, -0.685, 0.561], [-0.255, 0.306, -0.254], [0.123, 0.697, 0.201], [-0.629, 0.137, -0.132], [0.122, -0.082, -0.081], [-0.801, -0.347, 0.635], [-0.459, -0.017, 0.085], [0.384, 1.300, 0.212], [0.334, -0.650, -0.061], [1.446, 1.585, 0.854], [1.390, -1.567, -1.757], [0.210, 1.875, 0.303], [0.668, -0.782, -0.327], [0.220, 0.092, -1.165], [0.806, 0.563, -0.538], [-2.145, 0.850, 0.771], [-0.117, -0.952, 0.589], [0.095, -1.496, 0.634], [1.621, 0.660, -0.228], [0.043, 0.258, 0.859], [0.149, -0.401, 0.138], [-0.346, -0.211, 0.094], [-0.847, 0.052, -0.038], [-0.282, -0.539, 0.400], [0.072, 0.453, 0.802], [-0.478, -0.290, -0.452], [-0.433, 0.503, -0.413], [-0.956, -1.090, -0.115], [-0.270, 0.541, -0.784], [0.098, 0.094, -0.029], [0.533, -0.492, -0.127], [-0.023, 0.308, -0.025], [0.247, 0.093, 0.735], [0.043, -0.359, 0.161], [0.343, 0.201, -0.196], [-0.679, 1.137, 0.003], [-0.392, 0.222, 0.270], [0.195, 0.116, 0.108], [-0.229, -0.154, 0.034], [-0.092, -0.485, -0.156], [-0.544, -0.098, 0.436], [-0.416, -0.406, 0.268], [-0.197, 0.230, -0.053], [-0.103, 0.396, -0.861], [1.536, 1.504, -0.608], [-0.064, 0.477, -1.258], [-0.135, -0.902, 1.037], [-0.137, 0.390, -0.425], [-2.282, 1.963, -1.742], [-0.629, -1.607, -0.206], [1.596, 0.306, 0.015], [0.268, -0.457, 1.419], [1.179, -0.177, 0.478], [0.415, -0.618, 0.433], [0.004, -0.076, -0.087], [0.084, 0.799, 0.347], [0.158, -0.204, -0.274], [-0.487, -0.828, 0.393], [-0.739, 0.210, 0.545], [0.283, 0.124, 0.434], [0.240, -0.316, 0.089], [0.077, 0.124, -0.066], [-0.419, -0.280, -0.098], [0.152, 0.206, -0.072], [0.417, 0.413, 0.160], [-0.636, -0.103, -0.211], [0.315, 0.386, 0.490], [0.419, -0.184, -0.316], [-0.080, -0.129, -0.420], [0.071, -0.123, 0.033], [0.196, 0.130, 0.250], [-0.803, -0.602, -0.211], [-0.796, 0.460, 0.115], [-0.126, 0.126, 0.057], [0.264, -0.337, 0.030], [0.052, -0.032, 0.054], [-0.079, -0.309, 0.214], [0.053, -0.516, -0.421], [-0.477, -0.252, 0.104], [0.359, 0.236, -0.109], [-0.834, -0.088, 0.300], [-0.105, 1.548, -0.616], [0.524, -0.146, -0.293], [-0.843, -0.914, 1.471], [-0.340, -1.184, -0.542], [-1.226, 1.777, 0.178], [-1.870, -1.028, -0.436], [1.560, -0.531, 1.236], [0.860, 1.085, 0.728], [0.325, -0.884, -0.847], [0.197, 0.394, 0.085], [-0.554, 0.285, -1.330], [-0.416, -0.440, -0.863], [0.756, 0.332, 0.460], [-0.447, -0.921, -0.151], [0.106, 0.487, -0.061], [-0.002, 0.201, 0.120], [1.276, 0.734, -0.276], [-0.557, -0.982, -0.876], [-0.223, 0.165, -0.104], [-0.170, 0.626, -0.143], [0.516, -0.438, 0.742], [0.266, 0.076, 0.229], [0.187, 0.137, 1.405], [0.025, -0.558, -0.066], [0.277, -0.033, -0.680], [0.664, 0.735, -0.134], [0.151, 0.028, -0.590], [0.009, -0.082, 0.427], [0.037, -0.008, 0.090], [0.265, 0.090, -0.200], [0.111, -0.188, 0.045], [0.107, -0.120, -0.405], [-0.666, 0.225, -0.015], [-0.019, -1.045, 0.409], [0.253, 0.709, 0.609], [-1.102, 1.072, 0.469], [1.698, 1.711, 0.015], [1.110, -1.949, -1.104], [0.754, 1.167, 0.565], [-0.826, 0.703, 2.192], [1.289, 1.003, 0.170], [0.028, -1.028, -0.441], [-0.119, -0.724, 1.218], [-1.932, 0.674, -0.732], [-0.682, -1.213, -1.533], [1.415, -0.661, 0.247], [-0.752, 0.340, -0.374], [-0.204, 0.192, -0.047], [0.012, -0.317, 0.258], [-0.028, -0.523, -0.041], [-0.971, -0.243, 0.841], [0.119, -0.528, -0.478], [-0.911, -0.001, -0.261], [0.388, -0.096, 0.904], [0.044, -0.105, -0.767], [0.047, -0.187, 0.258], [0.354, -0.006, -0.354], [-0.040, -0.351, 0.158], [0.287, 0.013, -0.073], [0.194, 0.220, -0.485], [0.453, -0.443, 0.156], [0.157, 0.252, -0.446], [0.396, 0.224, -0.274], [-0.053, 0.153, -0.270], [-0.549, 0.141, -0.256], [-0.045, 0.192, 0.167], [0.025, 0.208, -0.472], [-0.435, 0.191, 0.275], [-0.456, 0.125, -0.210], [-0.362, -0.245, 0.365], [0.335, 0.146, 0.081], [-0.600, -0.222, -1.820], [-1.206, 0.810, 0.475], [1.087, -1.629, 0.002], [-0.841, -0.886, 0.194], [-1.726, 0.681, -0.313], [0.407, -0.229, -0.256], [-0.819, -1.188, -0.909], [0.096, 1.960, 2.808], [1.059, -0.920, 1.241], [0.303, 2.785, -1.045], [-0.633, -1.504, 1.641], [1.419, 1.119, -1.007], [1.010, 0.225, 0.763], [-0.050, 0.188, 0.604], [0.128, -0.328, -0.018], [-0.031, -0.165, 0.036], [0.258, 0.178, -0.285], [-0.352, 0.247, -0.181], [0.344, -0.094, 0.870], [0.667, 0.165, -0.587], [-0.438, -0.063, -0.062], [0.124, -0.175, 0.045], [0.682, -0.325, 0.347], [0.272, 0.715, -0.616], [-0.465, -0.100, -0.649], [-0.331, -0.633, -0.291], [0.102, 0.135, -0.525], [-0.378, 0.090, 0.035], [0.085, -0.212, 0.082], [-0.246, -0.016, -0.252], [0.519, -0.846, -0.283], [0.184, 0.094, 0.221], [0.011, 0.467, -0.249], [0.088, -0.437, 0.254], [-0.195, 0.128, 0.003], [-0.380, 0.160, -0.395], [-0.893, -0.728, -0.641], [2.504, 0.548, 0.962], [-0.900, 0.787, -0.245], [-1.256, -0.354, 0.678], [-0.776, 0.186, -0.226], [1.266, 2.678, -1.133], [0.931, -0.066, 0.730], [-1.381, -0.674, -1.961], [0.232, -0.363, 2.070], [-0.445, 1.598, 0.809], [-1.063, -0.356, 0.116], [0.530, -0.055, -0.871], [-0.100, -0.023, 0.215], [-0.336, 0.149, 0.082], [0.248, 0.224, 0.092], [-0.325, -0.502, 0.412], [-0.624, 0.274, 0.437], [1.045, -0.419, -0.709], [-0.085, -0.088, 0.327], [-0.557, -0.426, 0.089], [0.348, -0.161, 0.103], [0.251, -0.676, 0.140], [0.045, 0.190, 0.011], [-0.106, -0.266, -0.137], [0.200, 0.125, 0.023], [0.689, -0.393, -0.376], [0.249, -0.500, 0.205], [-0.034, 0.014, -0.180], [-0.546, -0.230, 0.086], [0.123, 0.162, 0.257], [0.218, -0.415, -0.451], [-0.523, -0.040, -0.380], [0.885, -0.033, 0.186], [0.161, -0.216, 0.448], [-0.002, -0.255, -0.347], [-0.023, 0.358, -0.423], [-1.553, -3.159, -2.428], [-0.233, 2.039, -0.228], [1.641, 1.763, 2.227], [-0.252, -1.177, -0.629], [-1.036, 0.213, -0.820], [0.106, 0.239, 0.651], [-0.055, 0.286, -0.513], [1.075, 1.067, -0.417], [0.311, -0.354, -0.405], [-0.447, -0.770, 0.721], [0.550, -0.449, -0.129], [0.038, -0.047, -0.138], [-0.461, -0.058, 0.467], [-0.446, 0.166, 0.250], [0.355, 0.031, 1.089]], "lowdin_charge": [-0.1105, -0.2079, -0.1398, -0.0678, -0.1542, -0.0618, -0.1971, -0.1591, -0.0837, -0.0937, -0.1974, -0.0834, 0.0921, 0.0475, 0.0678, 0.1139, 0.1165, 0.1001, 0.0988, 0.1145, 0.1167, 0.1256, 0.1281, 0.0994, 0.1026, 0.1151, 0.1025, 0.1308, 0.1174, 0.1312, 0.1221, 0.0931, 0.1190, 0.0902, 0.0879, 0.0588, -0.0676, -0.2362, -0.1891, -0.1290, -0.1637, -0.0743, -0.1210, -0.1230, -0.0681, -0.0861, -0.2574, -0.0692, 0.0500, 0.0831, 0.0834, 0.1248, 0.1146, 0.1233, 0.1103, 0.1357, 0.1098, 0.1274, 0.1324, 0.0970, 0.1059, 0.0940, 0.1005, 0.1197, 0.1259, 0.1374, 0.1350, 0.1026, 0.1188, 0.0759, 0.0863, 0.0903, -0.0747, -0.2087, -0.1476, -0.1004, -0.1664, -0.1205, -0.1357, -0.0967, -0.0732, -0.1065, -0.2193, -0.0770, 0.0691, 0.0354, 0.0849, 0.1088, 0.0753, 0.0958, 0.1092, 0.1433, 0.0880, 0.1234, 0.1047, 0.1226, 0.1175, 0.1189, 0.1225, 0.1161, 0.1280, 0.1214, 0.1242, 0.1054, 0.0854, 0.0729, 0.0909, 0.0686, -0.1129, -0.2335, -0.1507, -0.0796, -0.1732, -0.0879, -0.2000, -0.1334, -0.0413, -0.0745, -0.2165, -0.0814, 0.0925, 0.0766, 0.0714, 0.1168, 0.1131, 0.0957, 0.0871, 0.1053, 0.1367, 0.1038, 0.1430, 0.0881, 0.1166, 0.1016, 0.1276, 0.1272, 0.1379, 0.1166, 0.1314, 0.1165, 0.1018, 0.0627, 0.0975, 0.0663, -0.0909, -0.1729, -0.1806, -0.0853, -0.1574, -0.0538, -0.1363, -0.1609, -0.0965, -0.0886, -0.2145, -0.0609, 0.0712, 0.0857, 0.0482, 0.1089, 0.1114, 0.1172, 0.0735, 0.1268, 0.1373, 0.1227, 0.1326, 0.1230, 0.1390, 0.1011, 0.1292, 0.1191, 0.1252, 0.1343, 0.1267, 0.1000, 0.0660, 0.0590, 0.0578, 0.0717, -0.0763, -0.2557, -0.1964, -0.1452, -0.1526, -0.1143, -0.1600, -0.1918, -0.0797, -0.0861, -0.2036, -0.0596, 0.0829, 0.0783, 0.0851, 0.1190, 0.1121, 0.1258, 0.1092, 0.1249, 0.1427, 0.1219, 0.1423, 0.1450, 0.1420, 0.1265, 0.1446, 0.1373, 0.1355, 0.1262, 0.1261, 0.1118, 0.0893, 0.0769, 0.0506, 0.0643, -0.0767, -0.2112, -0.1668, -0.1116, -0.1821, -0.0744, -0.1481, -0.1372, -0.0948, -0.0771, -0.2125, -0.0701, 0.0443, 0.0944, 0.0431, 0.0759, 0.1002, 0.1258, 0.1122, 0.1165, 0.1250, 0.1316, 0.1171, 0.1380, 0.1221, 0.1277, 0.1212, 0.1261, 0.1236, 0.1286, 0.1244, 0.0999, 0.1007, 0.0791, 0.0886, 0.0914, -0.4230, -0.1451, -0.2416, -0.5006, 0.1067, 0.1338, 0.1100, -0.2346, -0.0481, 0.0606, 0.0526, 0.0555, 0.0992, 0.0932, 0.1095]}